(1)
{"formula": "C7H12N2", "method": "the ωB97M-V functional and the def2-TZVPD basis", "symbols": ["C", "N", "C", "C", "N", "C", "C", "C", "C", "H", "H", "H", "H", "H", "H", "H", "H", "H", "H", "H", "H"], "positions_angstrom": [[-1.055, 1.358, 0.549], [-1.081, 1.141, -0.936], [-0.302, -0.129, -1.091], [-1.107, -1.314, -0.534], [-1.067, -1.118, 0.907], [-0.304, 0.158, 1.055], [0.752, 0.007, -0.036], [2.034, 0.734, -0.095], [2.017, -0.755, 0.080], [-0.523, 2.287, 0.834], [-2.048, 1.372, 1.029], [-2.023, 0.973, -1.286], [0.187, -0.299, -2.059], [-0.651, -2.275, -0.828], [-2.138, -1.383, -0.929], [-2.006, -0.959, 1.288], [0.159, 0.247, 2.043], [2.266, 1.335, 0.803], [2.333, 1.154, -1.070], [2.254, -1.375, -0.791], [2.304, -1.158, 1.066]], "homo_energy_ev": -8.4, "smiles": "C1N[C@@H]2CN[C@H]1C21CC1", "de_lowest_kj_mol": 121.4, "largest_force_ha_per_bohr": 0.039, "homo_lumo_gap_ev": 9.409, "total_energy_ha": -383.37699, "e_lumo_ha": 0.03679}

=====

(2)
{"formula": "C15H18", "method": "the ωB97M-V functional and the def2-TZVPD basis", "symbols": ["C", "C", "C", "C", "C", "C", "C", "C", "H", "H", "H", "H", "H", "H", "H", "H", "H", "H", "C", "C", "C", "C", "C", "C", "C", "H", "H", "H", "H", "H", "H", "H", "H"], "positions_angstrom": [[-0.074, 0.084, -3.475], [0.190, 0.810, -2.147], [1.656, 1.271, -1.985], [1.958, 2.565, -1.668], [3.318, 2.750, -1.310], [4.264, 1.772, -1.273], [3.906, 0.464, -1.709], [2.573, 0.228, -2.019], [0.225, 0.666, -4.400], [-1.143, 0.024, -3.552], [0.589, -0.757, -3.681], [-0.405, 1.724, -2.196], [-0.153, 0.111, -1.355], [1.238, 3.375, -1.663], [3.566, 3.783, -1.034], [5.320, 1.879, -0.932], [4.662, -0.282, -1.867], [2.174, -0.746, -2.306], [-1.396, -2.496, 4.203], [-2.113, -1.660, 3.174], [-1.697, -0.330, 3.007], [-2.221, 0.451, 1.961], [-2.929, -0.237, 1.012], [-3.413, -1.528, 1.160], [-2.910, -2.273, 2.222], [-1.341, -2.099, 5.189], [-0.332, -2.637, 3.910], [-1.845, -3.488, 4.199], [-0.968, 0.011, 3.749], [-2.079, 1.509, 1.827], [-3.222, 0.267, 0.091], [-4.210, -1.886, 0.487], [-3.190, -3.324, 2.383]], "homo_energy_ev": -9.0, "smiles": "CCc1ccccc1.Cc1ccccc1", "de_lowest_kj_mol": 99.0, "largest_force_ha_per_bohr": 0.062, "homo_lumo_gap_ev": 9.824, "total_energy_ha": -582.32806, "e_lumo_ha": 0.03191}

=====

(3)
{"formula": "C24H26AsF11O3PSSiZr", "method": "the ωB97M-V functional and the def2-TZVPD basis", "symbols": ["Zr", "F", "C", "C", "F", "C", "F", "C", "S", "C", "F", "C", "F", "C", "C", "O", "P", "O", "C", "C", "O", "C", "C", "H", "H", "H", "H", "H", "H", "H", "H", "H", "H", "H", "H", "H", "H", "H", "F", "As", "F", "F", "F", "F", "F", "C", "C", "C", "C", "C", "C", "Si", "C", "C", "C", "C", "C", "C", "H", "H", "H", "H", "H", "H", "H", "H", "H", "H", "H"], "positions_angstrom": [[0.824, -1.021, 0.677], [-5.293, 1.613, 3.074], [-4.198, 0.902, 3.163], [-3.414, 0.705, 2.007], [-3.794, 1.233, 0.856], [-2.281, -0.029, 2.130], [-1.516, -0.242, 1.024], [-1.844, -0.601, 3.343], [-0.410, -1.450, 3.423], [-2.670, -0.388, 4.475], [-2.328, -0.890, 5.636], [-3.824, 0.360, 4.384], [-4.576, 0.575, 5.445], [3.318, 3.869, 3.840], [1.904, 3.679, 3.374], [1.892, 2.691, 2.259], [0.958, 1.432, 2.285], [2.000, 0.100, 2.208], [3.440, 0.265, 1.765], [4.337, -0.121, 2.903], [0.730, 1.203, 0.615], [0.162, 2.271, -0.247], [1.258, 2.907, -1.051], [3.331, 4.625, 4.625], [3.955, 4.214, 3.025], [3.731, 2.947, 4.249], [1.480, 4.588, 2.959], [1.252, 3.316, 4.169], [3.568, 1.293, 1.448], [3.581, -0.400, 0.920], [4.174, 0.512, 3.775], [5.372, 0.001, 2.579], [4.183, -1.160, 3.189], [-0.339, 2.980, 0.413], [-0.589, 1.786, -0.865], [1.945, 3.463, -0.415], [0.813, 3.597, -1.769], [1.823, 2.153, -1.599], [-0.307, -0.681, -1.139], [0.549, -4.269, 0.178], [2.106, -1.056, -0.731], [1.902, -2.436, 1.430], [0.554, -4.710, 1.818], [-0.511, -2.651, 0.538], [-0.876, -5.130, -0.090], [0.664, -5.055, -3.911], [-0.468, -4.717, -3.176], [-0.703, -3.392, -2.836], [0.193, -2.390, -3.234], [1.320, -2.745, -3.982], [1.558, -4.073, -4.315], [-0.091, -0.645, -2.847], [-1.607, 0.213, -3.339], [-1.538, 1.347, -4.154], [-2.679, 2.090, -4.433], [-3.900, 1.699, -3.905], [-3.989, 0.562, -3.107], [-2.851, -0.179, -2.829], [0.838, -6.088, -4.187], [-1.178, -5.481, -2.887], [-1.621, -3.140, -2.315], [2.022, -1.985, -4.310], [2.432, -4.337, -4.895], [1.113, 0.197, -2.934], [-0.590, 1.656, -4.584], [-2.615, 2.967, -5.063], [-4.791, 2.273, -4.126], [-4.949, 0.250, -2.715], [-2.942, -1.069, -2.213]], "homo_energy_ev": [-14.3, -14.3], "s_squared": 0.78, "de_lowest_kj_mol": 54.7, "largest_force_ha_per_bohr": 0.017, "total_charge": 2, "homo_lumo_gap_ev": [8.251, 5.668], "total_energy_ha": -5566.03482, "multiplicity": 2, "e_lumo_ha": [-0.22291, -0.31783]}

=====

(4)
{"formula": "C18H19F3N2O4S", "method": "the ωB97M-V functional and the def2-TZVPD basis", "symbols": ["F", "C", "F", "F", "S", "C", "C", "C", "C", "C", "N", "O", "O", "C", "C", "O", "O", "H", "H", "H", "H", "H", "C", "N", "C", "C", "C", "C", "C", "C", "C", "C", "C", "H", "H", "H", "H", "H", "H", "H", "H", "H", "H", "H", "H", "H", "H"], "positions_angstrom": [[4.660, 0.096, 1.679], [3.565, -0.675, 1.865], [3.347, -1.390, 0.748], [3.817, -1.524, 2.898], [2.121, 0.431, 2.334], [0.832, -0.568, 2.924], [-0.503, -0.479, 2.436], [-1.306, -1.641, 2.141], [-2.612, -1.530, 1.699], [-3.204, -0.248, 1.608], [-4.615, -0.137, 1.635], [-5.109, 1.013, 1.715], [-5.301, -1.186, 1.611], [-2.423, 0.914, 1.806], [-1.108, 0.801, 2.206], [2.789, 1.110, 3.432], [1.727, 1.166, 1.154], [1.164, -1.455, 3.454], [-0.857, -2.627, 2.245], [-3.226, -2.402, 1.492], [-2.892, 1.890, 1.692], [-0.517, 1.695, 2.390], [1.147, -1.955, 6.766], [0.409, -0.768, 6.332], [-1.025, -0.756, 6.621], [1.059, 0.287, 5.842], [0.764, 1.665, 6.110], [-0.113, 2.075, 7.150], [-0.573, 3.378, 7.211], [-0.103, 4.348, 6.315], [-0.662, 5.731, 6.338], [0.919, 4.005, 5.420], [1.406, 2.714, 5.395], [0.444, -2.787, 6.860], [1.911, -2.200, 6.021], [1.644, -1.794, 7.737], [-1.372, -1.796, 6.593], [-1.254, -0.362, 7.625], [-1.571, -0.175, 5.863], [1.979, 0.047, 5.289], [-0.417, 1.357, 7.913], [-1.304, 3.661, 7.976], [-0.148, 6.350, 5.603], [-1.727, 5.699, 6.092], [-0.571, 6.210, 7.316], [1.337, 4.769, 4.757], [2.283, 2.490, 4.804]], "homo_energy_ev": -7.1, "largest_force_ha_per_bohr": 0.045, "homo_lumo_gap_ev": 5.154, "total_energy_ha": -1805.34946, "e_lumo_ha": -0.07047}